Entry 1:
Molecular formula: C59H64N3O4SbW
Method: DFT, ωB97M-V/def2-TZVPD

The charge is +2. The HOMO-LUMO gap (spin up / spin down) comes out at 5.83 / 5.81 eV. For the lowest unoccupied orbital energy (spin up / spin down), the calculation gives -7.1704 / -7.2617 eV.

Element x y z (Å)
W (0.0488, -0.0580, -0.5859)
Sb (-0.3168, -0.0701, 2.1940)
O (-1.4833, 0.9391, -0.3798)
O (0.9855, -1.7599, -0.2127)
O (0.9091, -4.0179, 0.2507)
O (-3.7345, 1.1660, -0.1666)
N (-1.4058, -1.4210, -0.3000)
N (0.1045, -0.2420, -2.5956)
N (1.7360, 1.1172, -0.9104)
C (-2.2393, -0.6400, -3.2905)
C (0.4642, 0.4894, 4.1496)
C (2.1194, 3.3978, -0.0628)
C (2.6991, 4.2324, 0.8788)
C (1.6337, 1.2332, 4.2065)
C (4.9419, 0.0312, -0.0207)
C (3.2460, 1.5016, 1.0035)
C (1.4298, -2.9849, -4.5280)
C (0.8754, 0.2238, -3.6375)
C (1.4412, 1.4325, 6.5777)
C (-0.8636, -2.1441, 2.7453)
C (1.5904, -2.6721, 3.1168)
C (-2.7604, 0.4623, -0.2588)
C (-3.3534, 0.8948, 2.6109)
C (0.7798, -3.0422, -3.1356)
C (2.0809, 0.9288, -3.3470)
C (1.6014, 5.4418, -1.5123)
C (-1.5269, -4.7950, 3.3052)
C (-2.5236, -3.8740, 3.0427)
C (-2.5667, 0.8446, -3.3345)
C (-4.1012, 3.1695, 2.6045)
C (-2.1892, -2.5611, 2.7604)
C (4.1281, -0.5171, 2.2619)
C (-2.1294, -3.7248, -0.0949)
C (3.5328, 3.7343, 1.8637)
C (-2.7068, -1.0073, -0.2440)
C (-2.0357, 1.3064, 2.4617)
C (-0.9530, -1.1415, -3.0003)
C (-3.4509, -3.2862, -0.1496)
C (2.5400, 1.1683, -5.7184)
C (-2.9669, -2.9074, -3.7038)
C (-0.6435, -2.5080, -3.1868)
C (1.3541, 0.4790, -6.0018)
C (0.2975, -2.8807, -0.0473)
C (-1.6814, -3.3740, -3.5138)
C (-0.1222, 3.6573, -1.1749)
C (-2.7898, 3.5854, 2.4877)
C (-1.7416, 2.6737, 2.4221)
C (-4.3814, 1.8200, 2.6812)
C (-1.5108, -0.5675, 5.3669)
C (-3.2322, -1.5542, -3.6287)
C (3.7201, 0.0685, 0.9106)
C (2.1292, 1.7023, 5.4090)
C (-2.2641, 1.4297, -4.7264)
C (-0.2080, -4.3861, 3.3042)
C (0.5521, 0.0038, -4.9892)
C (1.3753, 3.9523, -1.2633)
C (2.9064, 1.3704, -4.4175)
C (2.4531, 1.2741, -2.0443)
C (0.1470, -3.0655, 3.0440)
C (-0.3388, 3.1992, 2.3602)
C (0.2764, 0.6952, 6.5187)
C (2.3175, 2.0094, 0.0863)
C (-4.0470, 1.1377, -3.0450)
C (3.8435, 2.3890, 1.8939)
C (-0.2400, 0.2131, 5.3173)
C (-3.7570, -1.9282, -0.1898)
C (0.8463, -4.5161, -2.7127)
C (-1.1072, -2.7614, -0.1558)
H (0.7612, -3.4311, -5.2603)
H (-4.2215, -1.1974, -3.8565)
H (5.0335, -0.0389, 2.6224)
H (-3.6197, -0.1506, 2.6445)
H (-3.5594, -4.1712, 3.0615)
H (2.5389, 5.2937, 0.8145)
H (-0.2669, 0.4939, 7.4288)
H (3.3501, -0.3896, 3.0092)
H (-1.7741, -5.8226, 3.5202)
H (-1.9328, 1.3751, -2.5992)
H (5.3744, -0.9653, -0.0315)
H (0.5538, -5.1430, -3.5495)
H (-2.6288, 0.7558, -5.4998)
H (-4.8964, 3.8961, 2.6397)
H (1.7617, 3.4279, -2.1475)
H (2.2284, -3.5526, 3.1674)
H (2.3547, -3.5564, -4.5154)
H (-1.2939, -1.6319, 5.4391)
H (-0.6241, 4.0327, -2.0622)
H (0.2686, 2.6576, 1.6208)
H (-2.7843, 2.3778, -4.8327)
H (3.1647, 1.5200, -6.5225)
H (-2.0897, -0.2840, 6.2404)
H (1.7616, -2.0767, 4.0168)
H (-4.1561, 2.1756, -2.7401)
H (-0.2925, 2.5637, -1.1161)
H (-0.3361, 4.2557, 2.1042)
H (1.1334, 5.7079, -2.4566)
H (-2.9908, -1.8731, 2.5351)
H (-1.8854, -4.7691, -0.0059)
H (3.8243, 1.8867, -4.1804)
H (0.1297, 3.0981, 3.3405)
H (0.5682, -5.1068, 3.5120)
H (-0.5645, 4.1412, -0.3075)
H (-2.5664, 4.6414, 2.4480)
H (3.0379, 2.2826, 5.4308)
H (3.9843, 4.4094, 2.5713)
H (1.8698, -4.7835, -2.4620)
H (-0.3339, -0.5608, -5.2335)
H (1.6640, -1.9742, -4.8396)
H (-2.1045, -0.3860, 4.4764)
H (2.9063, -0.5421, 0.4595)
H (4.6904, 0.2980, -1.0439)
H (2.6611, 5.6694, -1.5863)
H (1.8829, -2.0688, 2.2516)
H (-4.6460, 0.9880, -3.9394)
H (-4.4563, 0.5183, -2.2531)
H (2.1607, 1.4820, 3.2953)
H (-3.7573, -3.5956, -3.9587)
H (1.3836, -2.4144, -2.4488)
H (1.8019, 1.8042, 7.5236)
H (-4.2491, -4.0098, -0.1153)
H (-1.4873, -4.4253, -3.6441)
H (1.0707, 0.3074, -7.0289)
H (4.3459, -1.5751, 2.1527)
H (1.1570, 6.0567, -0.7354)
H (-4.7719, -1.5721, -0.1721)
H (5.6956, 0.7277, 0.3421)
H (-1.2035, 1.6093, -4.8801)
H (3.3886, 1.8249, -1.9516)
H (4.5751, 2.0289, 2.5961)
H (1.8745, -3.9278, 0.2565)
H (0.2004, -4.7569, -1.8757)
H (-5.3985, 1.4783, 2.7817)

Entry 2:
Molecular formula: C59H66BClN9O4PPbS3
Method: DFT, ωB97M-V/def2-TZVPD

The charge is +2. The value obtained for the energy above the lowest of the compared OMol25 structures with the same formula, charge and spin is 2.441 eV. The HOMO-LUMO gap comes out at 3.39 eV. For the lowest unoccupied orbital energy, the calculation gives -8.1622 eV.

Element x y z (Å)
Pb (0.7284, -0.4429, -0.2563)
Cl (-6.1112, -2.7728, -3.1650)
S (3.5703, -0.9788, -0.1554)
S (1.0940, -0.5980, 2.4770)
S (0.9466, 2.3086, -0.1721)
P (-2.5440, 3.4176, 0.0291)
O (3.1779, -7.9351, -1.7492)
O (-1.4963, -1.2949, 0.0600)
O (-0.6273, 0.1534, -2.3560)
O (-1.7958, 2.3563, -0.6739)
N (2.2609, -5.8770, -1.5958)
N (1.2884, -7.5517, -2.9361)
N (2.1917, 1.9109, 2.5034)
N (3.5840, 1.9826, 0.2867)
N (1.0648, -2.4657, -1.9553)
N (3.1826, 2.6930, -1.7552)
N (0.4289, 1.6707, 3.8109)
N (4.0867, 0.3111, 2.1541)
N (4.5395, -1.8309, 2.2928)
C (6.1282, -3.6735, 2.4096)
C (-4.4916, -2.9393, -1.0071)
C (0.8519, 2.9651, 3.9079)
C (-4.7282, -2.3248, -2.2479)
C (4.5795, 0.0672, 3.4028)
C (-0.8374, -7.5903, -4.0255)
C (2.6197, 2.3458, -0.5738)
C (-4.7634, 3.5874, 1.7359)
C (-3.9893, 6.8435, -1.7036)
C (-3.3805, 5.9867, -0.8042)
C (-0.2971, -0.1774, 5.2709)
C (-1.7790, -0.1124, -2.6596)
C (1.0669, -2.3134, -3.2729)
C (-5.8868, 1.6485, 2.5934)
C (-4.1905, -6.0683, -3.1622)
C (4.5307, 2.5286, -1.6257)
C (-2.7473, -6.4346, -3.1103)
C (-3.3228, 4.6278, -1.0826)
C (-5.7511, 3.0277, 2.5249)
C (-3.8996, 2.7553, 1.0345)
C (-2.1674, -7.2400, -4.0915)
C (4.3147, -3.7596, 0.7374)
C (-1.2312, 2.1051, 5.5557)
C (3.7089, -3.9326, 3.1469)
C (0.3479, 5.9554, 1.3142)
C (-5.0405, 0.8207, 1.8737)
C (-3.8413, -1.3778, -2.7254)
C (1.8001, -4.5630, -3.6113)
C (1.8160, -4.7220, -2.2246)
C (2.2775, 4.7660, -2.6048)
C (-0.0377, -7.1450, -2.9653)
C (4.0606, -0.8576, 1.4863)
C (-1.8244, 0.7965, 3.5093)
C (1.9290, 3.1101, 3.0997)
C (2.3043, -7.1764, -2.0809)
C (-4.0447, 1.3773, 1.0915)
C (-0.9838, 5.4555, 3.2477)
C (0.0806, 6.1209, 2.6637)
C (-0.4547, 5.1259, 0.5542)
C (4.7730, 2.0858, -0.3663)
C (4.8611, -1.2512, 3.4895)
C (-2.6946, -1.0194, -2.0109)
C (-2.4445, -1.6098, -0.7173)
C (-1.7723, 4.6047, 2.4913)
C (-1.9475, -5.9986, -2.0526)
C (1.4063, -3.6359, -1.4463)
C (-1.5133, 4.4430, 1.1404)
C (-4.5603, 6.3436, -2.8626)
C (-3.3917, -2.5956, -0.2787)
C (-0.6211, -6.3589, -1.9642)
C (-0.7249, 1.0925, 4.5298)
C (2.5259, 3.2910, -2.9339)
C (1.2170, 2.5666, -3.2462)
C (1.4102, -3.3439, -4.1371)
C (4.6714, -3.2893, 2.1400)
C (3.4472, 3.1799, -4.1513)
C (-4.5224, 4.9838, -3.1307)
C (-3.9013, 4.1269, -2.2412)
C (1.2490, 1.0462, 2.9359)
B (3.5663, 1.7121, 1.8056)
H (-6.4206, 3.6636, 3.0829)
H (2.1263, -5.3648, -4.2557)
H (2.8610, -5.7404, -0.7926)
H (-4.3035, -5.0301, -3.4756)
H (-6.6631, 1.2150, 3.2044)
H (-1.5917, 3.0128, 5.0827)
H (1.3795, 1.4924, -3.2974)
H (6.4509, -3.4233, 3.4142)
H (-0.0578, -6.0750, -1.0906)
H (0.6528, -0.0271, 5.7790)
H (-4.0200, -0.9193, -3.6877)
H (4.6977, 0.8443, 4.1279)
H (-0.2954, 5.0184, -0.5087)
H (-0.2060, -1.0196, 4.5945)
H (0.4462, 2.7625, -2.5065)
H (-4.9819, 4.5962, -4.0273)
H (-4.0229, 7.9022, -1.4955)
H (-5.1847, -3.6844, -0.6472)
H (-3.2147, -3.0371, 0.6898)
H (1.4851, -8.4199, -3.4231)
H (-1.2101, 5.6163, 4.2928)
H (-2.1895, 0.3363, -3.5822)
H (-2.3853, -5.3895, -1.2738)
H (5.2209, 2.7183, -2.4185)
H (1.1577, 6.4980, 0.8488)
H (1.3521, -3.7219, -0.3710)
H (4.4251, -4.8407, 0.6972)
H (3.8209, 2.1675, -4.2761)
H (-3.3651, 0.7584, 0.5260)
H (-4.6419, -6.1637, -2.1765)
H (3.9895, -3.7184, 4.1736)
H (-2.9466, 6.3756, 0.1051)
H (2.6951, -3.5666, 2.9925)
H (-2.0908, 1.6946, 2.9561)
H (3.7111, -5.0109, 3.0176)
H (1.7416, 4.8616, -1.6636)
H (0.3866, 3.6934, 4.5328)
H (4.9794, -3.3269, -0.0054)
H (-4.6682, 4.6600, 1.6487)
H (-2.0603, 1.6702, 6.1049)
H (2.5355, 3.9726, 2.9170)
H (1.6876, 5.2273, -3.3923)
H (-2.7088, 0.4366, 4.0262)
H (5.6953, 1.8482, 0.1180)
H (3.2920, -3.4942, 0.4933)
H (-2.7741, -7.6016, -4.9086)
H (6.7785, -3.1668, 1.7008)
H (-2.6093, 4.0920, 2.9401)
H (-3.8527, 3.0623, -2.4262)
H (-4.7313, -6.6970, -3.8635)
H (3.2212, 5.3012, -2.5268)
H (-0.4517, 2.3477, 6.2715)
H (-1.5160, 0.0389, 2.7933)
H (-0.4059, -8.2245, -4.7859)
H (0.6905, 6.7830, 3.2583)
H (5.2536, -1.8064, 4.3126)
H (4.3082, 2.4992, 2.2987)
H (0.8372, 2.8993, -4.2084)
H (4.2850, 3.8681, -4.0902)
H (-5.0431, 7.0137, -3.5563)
H (1.3971, -3.1852, -5.2055)
H (-1.0522, -0.4317, 6.0071)
H (2.8829, 3.4334, -5.0441)
H (6.2543, -4.7441, 2.2755)
H (-5.1593, -0.2522, 1.9215)
H (0.7908, -1.3358, -3.6393)

| no. | largest force on an atom (Eh/bohr) |
| --- | --- |
| 1 | 0.0630 |
| 2 | 0.0624 |